(1)
A molecular structure, C13H31N7O2Si2. Source: the Open Molecules 2025 dataset; level of theory: ωB97M-V with the def2-TZVPD basis set.

The geometry in XYZ format:
```
55
Properties=species:S:1:pos:R:3
H 0.069 -7.907 -0.793
H -1.530 2.148 1.776
H 2.502 2.772 3.127
H 2.539 1.366 2.049
C -2.232 5.375 1.736
H -1.389 4.657 -1.257
H -1.559 6.412 -1.302
H -3.713 -5.264 -1.973
C -0.127 7.487 1.247
H -2.100 5.325 2.819
C 0.613 -7.095 -0.305
C 0.581 -4.093 -1.380
H 1.461 2.874 -1.066
H -1.281 -1.163 -0.776
H 1.448 -6.835 -0.954
C 2.314 -3.037 -1.970
H 0.021 7.633 2.319
N 0.684 4.692 1.416
H 3.268 2.900 1.536
H 3.797 -3.272 -3.321
H -0.234 2.392 -0.874
C -0.241 -2.451 0.426
C -2.721 -5.692 -1.881
H -0.939 -0.562 0.731
H -0.310 1.010 2.374
H 0.034 5.675 -1.535
Si -0.554 5.679 0.891
H 1.958 -1.413 -0.616
C 0.762 2.330 -0.427
H -1.038 -3.166 0.621
O -1.945 -3.428 -1.759
C -1.735 -4.601 -1.634
N -0.413 -5.071 -1.322
H 0.372 -2.329 1.321
N 1.616 -4.150 -2.213
H -0.674 2.481 3.289
C -0.902 5.596 -0.978
C 2.432 2.459 2.084
N -0.599 -1.142 -0.027
H -2.688 4.438 1.403
N 0.620 -3.011 -0.616
C -0.562 2.079 2.281
N 1.726 -2.321 -0.998
H -2.436 -6.190 -2.810
C -0.313 -5.946 -0.141
H 0.799 7.761 0.736
H -2.944 6.179 1.518
O -0.979 -5.704 0.815
H -0.916 8.170 0.914
H 1.054 1.268 -0.422
H -2.694 -6.449 -1.099
H 0.973 -7.419 0.669
N 3.423 -2.669 -2.611
Si 0.788 3.048 1.338
H 3.912 -1.824 -2.375
```

The gap between HOMO and LUMO is 0.157 Ha. As for the net charge: 0. The LUMO energy comes out at -1.286 eV.

---

(2)
A gas-phase ion, C5H8NO5P (charge -2). Source: the Open Molecules 2025 dataset; level of theory: ωB97M-V with the def2-TZVPD basis set.

The geometry in XYZ format:
```
20
Properties=species:S:1:pos:R:3
O 2.385 -1.885 -1.542
O 2.192 -1.752 1.008
N -2.270 0.063 -0.728
P 1.397 -1.673 -0.428
C -1.543 0.503 0.405
H -3.168 -0.403 -0.340
O -2.001 1.340 2.589
H 2.477 1.316 0.044
C -2.494 0.911 1.526
H 0.111 1.104 1.366
O -3.699 0.672 1.313
O 0.230 -2.584 -0.243
H 2.426 0.980 -1.683
H 0.301 0.085 -1.537
H 1.646 -2.180 1.642
H 1.397 2.149 -1.047
C 1.846 1.198 -0.848
C -0.181 0.587 0.488
H -1.823 -0.545 -1.404
C 0.772 0.113 -0.580
```

The energy above the lowest of the compared OMol25 structures with the same formula, charge and spin is 0.0 kcal per mole. The gap between HOMO and LUMO is 0.258 Ha. As for the net charge: -2. The LUMO energy comes out at 6.306 eV. As for the SMILES: C[C@H](/C=C(\N)C(=O)[O-])[P@@](=O)([O-])O.

---

(3)
A molecular structure, C3H2NO2Se. Source: the Open Molecules 2025 dataset; level of theory: ωB97M-V with the def2-TZVPD basis set.

The geometry in XYZ format:
```
9
Properties=species:S:1:pos:R:3
C -0.576 -0.028 -0.581
C -1.141 -0.997 0.490
O -2.188 -0.789 1.088
O -0.397 -1.996 0.672
H -0.795 0.738 -1.280
H 1.940 0.121 -1.696
N 1.473 2.273 1.321
Se 1.045 -0.941 -0.896
C 0.639 1.618 0.882
```

The energy above the lowest of the compared OMol25 structures with the same formula, charge and spin is 79.6 kcal per mole. The gap between HOMO and LUMO (alpha / beta) is 0.263 / 0.263 Ha. As for the net charge: -1. The LUMO energy (alpha / beta) comes out at 2.006 / 2.004 eV.

---

Number 1: F_max 0.0138 Eh/bohr. Number 2: F_max 0.0509 Eh/bohr. Number 3: F_max 0.0871 Eh/bohr.